{"formula": "C3H5NOS", "method": "ωB97M-V with the def2-TZVPD basis set", "species": ["C", "C", "C", "N", "O", "S", "H", "H", "H", "H", "H"], "coordinates": [[0.61807, -1.30305, -0.09736], [1.47355, -0.38855, -0.48898], [-0.02787, 1.21957, 0.20430], [-0.73423, 0.04620, 0.55305], [1.25606, 0.90127, -0.28495], [-2.20055, -0.23874, -0.16902], [0.31732, -2.22603, -0.03924], [2.37187, -0.65729, -1.03886], [-0.47663, 1.81599, -0.74144], [0.16781, 1.78722, 1.24546], [-2.76540, -0.95659, 0.85704]], "lowdin_charge": [0.15, -0.23, -0.35, -0.50, -0.09, 0.69, 0.01, 0.13, 0.15, 0.16, -0.13], "homo_energy_ev": [-8.167, -8.167], "relative_energy_kj_mol": 496.1, "homo_lumo_gap_ev": [8.98, 8.98], "max_force_ha_per_bohr": 0.15938, "e_tot_ev": -17560.12597}